[1]
Entry from the OMol25 dataset: a structure of composition C33H34N4O2PPt at a distorted geometry (wB97M-V/def2-TZVPD).

Positions of all 75 atoms, in Å:
1 Pt -0.255762 0.051064 0.320054
2 C -2.985611 1.595150 0.263811
3 N -2.690263 0.158118 0.261823
4 C -3.024140 -0.459925 -1.023307
5 C -2.314211 -1.776658 -1.217011
6 C -2.882535 -2.826333 -1.928917
7 C -2.155008 -3.988854 -2.129507
8 C -0.886657 -4.085242 -1.576688
9 C -0.403884 -3.013776 -0.847659
10 N -1.087943 -1.886183 -0.710503
11 C -3.340068 -0.540469 1.373823
12 C -2.455499 -1.480296 2.162647
13 C -3.036619 -2.301248 3.127144
14 C -2.232461 -3.154192 3.862273
15 C -0.860698 -3.149586 3.637818
16 C -0.361253 -2.301614 2.664808
17 N -1.145867 -1.499612 1.956358
18 C -2.129775 2.363971 -0.706057
19 C -2.675111 3.330850 -1.541814
20 C -1.836647 4.079161 -2.354109
21 C -0.470470 3.850712 -2.290113
22 C -0.004577 2.852135 -1.451427
23 N -0.812506 2.119463 -0.693283
24 H -2.787326 1.995972 1.264539
25 H -4.044663 1.770483 0.037446
26 H -2.727895 0.219957 -1.830061
27 H -4.108090 -0.610364 -1.106032
28 H -3.877976 -2.724228 -2.326810
29 H -2.564622 -4.813389 -2.693592
30 H -0.284992 -4.970029 -1.700481
31 H 0.550529 -3.067862 -0.347564
32 H -4.193216 -1.123741 1.000227
33 H -3.741802 0.194407 2.080392
34 H -4.104528 -2.260327 3.284477
35 H -2.674832 -3.808288 4.600844
36 H -0.195018 -3.791777 4.193163
37 H 0.697155 -2.240698 2.454544
38 H -3.740758 3.495931 -1.560150
39 H -2.234253 4.831090 -3.018283
40 H 0.227514 4.433304 -2.869872
41 H 1.053895 2.631765 -1.389706
42 C -0.595566 2.567614 3.980027
43 O -0.705545 1.949599 2.661200
44 C 0.097533 0.984492 2.338961
45 O 0.977499 0.465935 2.981917
46 H -1.368917 3.331309 4.029293
47 H 0.389395 3.019442 4.103071
48 H -0.757113 1.806774 4.742886
49 C 2.863604 -2.195338 -0.893480
50 P 2.038672 -0.575504 -0.640276
51 C 2.170896 0.191248 -2.290565
52 C 3.405186 0.557966 -2.823676
53 C 3.457411 0.976326 -4.143244
54 C 2.309757 1.034478 -4.920143
55 C 1.083485 0.664404 -4.386759
56 C 1.016187 0.245583 -3.071700
57 C 3.046604 0.234183 0.625949
58 C 3.267641 1.618261 0.585486
59 C 3.954427 2.235738 1.609643
60 C 4.351516 1.499193 2.723917
61 C 4.151306 0.121822 2.766907
62 C 3.490711 -0.506448 1.734100
63 H 3.930061 -2.024058 -1.052341
64 H 2.459204 -2.688590 -1.776312
65 H 2.738804 -2.843636 -0.027897
66 H 4.302715 0.499660 -2.223643
67 H 4.408007 1.239722 -4.582334
68 H 2.377565 1.358141 -5.947235
69 H 0.191023 0.707399 -4.988318
70 H 0.066548 -0.043261 -2.631654
71 H 2.931890 2.184383 -0.271865
72 H 4.158518 3.293995 1.564679
73 H 4.772722 2.004541 3.580105
74 H 4.492611 -0.442911 3.621192
75 H 3.324086 -1.571301 1.788860

Cartesian forces (eV/Å) of the 2 atoms listed first:
-1.324 -0.932 -0.404
-0.177 0.448 0.012

Values from the calculation:
gap between HOMO and LUMO (spin up / spin down) = 7.93 / 4.73 eV
net charge = +3
energy above the lowest of the compared OMol25 structures with the same formula, charge and spin = 53.0 kJ/mol
spin multiplicity = 5
<S²> = 6.032
molecular weight = 744.7 g mol⁻¹
max |F| = 1.7 eV/A

---

[2]
Entry from the OMol25 dataset: the ion C3HN4 with charge +1 at a distorted geometry (wB97M-V/def2-TZVPD).

Positions of all 8 atoms, in Å:
1 C 0.269905 0.342480 1.119726
2 C -0.530704 -0.738290 -1.848342
3 C 0.083415 0.343771 2.580387
4 N -1.217259 -1.514614 -2.317670
5 N -0.124377 0.308571 3.700230
6 N 0.289987 0.179252 -1.288522
7 N 0.336792 0.353564 -0.035725
8 H 0.892240 0.725267 -1.910082

Cartesian forces (eV/Å) of the 2 atoms listed first:
-0.448 0.031 1.615
0.354 0.430 0.664

Values from the calculation:
gap between HOMO and LUMO = 9.35 eV
net charge = +1
energy above the lowest of the compared OMol25 structures with the same formula, charge and spin = 0.0 kJ/mol
SMILES string = N#CC#[N+]NC#N
spin multiplicity = 1
molecular weight = 93.1 g mol⁻¹
max |F| = 4.8 eV/A

---

[3]
Entry from the OMol25 dataset: an isolated molecule of C21H23FN4O3S2 at a distorted geometry (wB97M-V/def2-TZVPD).

Positions of all 54 atoms, in Å:
1 O -6.295512 -3.767060 0.598976
2 C -5.653360 -2.740949 0.531957
3 N -5.520143 -2.073536 -0.679413
4 N -4.861581 -0.957309 -0.919109
5 C -4.242649 -0.370627 0.070505
6 C -4.274758 -0.926412 1.391815
7 C -4.955042 -2.069380 1.616749
8 H -5.013236 -2.528214 2.591315
9 H -3.751551 -0.411305 2.183781
10 C -3.526237 0.849656 -0.219812
11 C -3.424174 1.478742 -1.437446
12 C -2.633859 2.638219 -1.386367
13 C -2.149124 2.882153 -0.134900
14 S -2.652037 1.715141 1.012359
15 S -1.015319 4.144016 0.399476
16 O -1.215003 5.303683 -0.409640
17 O -1.129514 4.216052 1.821576
18 N 0.489211 3.562635 0.037662
19 H 0.737966 3.673783 -0.930851
20 C 0.917736 2.339835 0.673611
21 H 0.387656 2.316629 1.628560
22 C 0.625389 1.072000 -0.142934
23 C 0.572102 -0.165622 0.751899
24 C 0.259905 -1.402566 -0.103254
25 N 1.168935 -1.614791 -1.205767
26 C 1.322156 -0.430941 -2.019551
27 C 1.670258 0.843130 -1.234874
28 H 2.655086 0.743937 -0.776391
29 H 1.699178 1.689784 -1.924046
30 H 2.079858 -0.625292 -2.780611
31 H 0.364237 -0.269369 -2.531418
32 C 2.353983 -2.410803 -0.951726
33 C 3.412362 -1.807816 -0.054589
34 C 3.375556 -2.001592 1.322173
35 C 4.320209 -1.418732 2.149366
36 C 5.327267 -0.631752 1.618074
37 C 5.365534 -0.458573 0.247038
38 C 4.431762 -1.033203 -0.594415
39 H 4.510765 -0.877562 -1.659708
40 F 6.346727 0.296669 -0.292376
41 H 6.074526 -0.167806 2.241381
42 H 4.275261 -1.579521 3.215752
43 H 2.601044 -2.620852 1.750565
44 H 2.011566 -3.353498 -0.514118
45 H 2.797843 -2.634401 -1.926529
46 H 0.248420 -2.299633 0.518232
47 H -0.743430 -1.278212 -0.533036
48 H -0.204227 -0.049407 1.510481
49 H 1.530723 -0.287669 1.257519
50 H -0.350723 1.185573 -0.628891
51 H 1.990416 2.408793 0.882160
52 H -2.425442 3.281180 -2.221677
53 H -3.903832 1.103003 -2.321743
54 H -5.982903 -2.480195 -1.487781

Cartesian forces (eV/Å) of the 2 atoms listed first:
-0.126 -0.235 0.114
0.082 0.152 -0.118

Values from the calculation:
gap between HOMO and LUMO = 7.95 eV
net charge = 0
energy above the lowest of the compared OMol25 structures with the same formula, charge and spin = 5.8 kJ/mol
SMILES string = O=c1ccc(-c2ccc(S(=O)(=O)NCC3CCN(Cc4cccc(F)c4)CC3)s2)n[nH]1
spin multiplicity = 1
molecular weight = 462.6 g mol⁻¹
max |F| = 1.1 eV/A

---

[4]
Entry from the OMol25 dataset: a cluster of 9 separate species, C36H42F48O12 in total at a distorted geometry (wB97M-V/def2-TZVPD).

Positions of all 138 atoms, in Å:
1 C -4.388197 -0.660891 -1.337744
2 C -3.617211 0.637640 -1.029962
3 C -2.786221 1.183800 -2.173199
4 F -2.337196 2.417813 -1.872792
5 F -1.637443 0.414507 -2.393699
6 F -4.494865 1.634262 -0.823651
7 F -2.914309 0.482926 0.097397
8 O -5.032927 -0.425335 -2.658368
9 C -5.211173 -1.594093 -3.324887
10 C -5.936165 -1.129094 -4.616442
11 F -7.065420 -0.479785 -4.215527
12 F -5.193889 -0.188236 -5.148867
13 F -4.074137 -2.196842 -3.656113
14 F -5.930903 -2.518450 -2.619369
15 H -5.096845 -0.873349 -0.546049
16 H -3.700094 -1.531469 -1.429167
17 H -3.296327 1.261907 -3.118721
18 H -6.175231 -1.885602 -5.390918
19 C 3.485704 -5.132440 1.779398
20 C 3.347682 -4.048481 2.863237
21 C 4.402379 -2.965220 2.711829
22 F 4.004031 -2.284186 1.559518
23 F 4.436101 -2.185875 3.771894
24 F 2.130957 -3.467593 2.749386
25 F 3.360137 -4.700779 4.019420
26 O 4.685077 -5.904322 1.986945
27 C 5.624683 -5.936793 0.997443
28 C 6.775846 -6.951213 1.459703
29 F 7.906479 -6.746109 0.722969
30 F 7.110913 -6.670591 2.777320
31 F 5.127576 -6.290504 -0.183714
32 F 6.211454 -4.721717 0.825485
33 H 3.457909 -4.732091 0.779437
34 H 2.679947 -5.872049 1.824049
35 H 5.422716 -3.331971 2.596470
36 H 6.413193 -7.976930 1.328219
37 C 1.673267 -5.088720 -3.778455
38 C 2.046430 -6.531287 -3.688379
39 C 2.548172 -6.922998 -2.309260
40 F 3.531650 -7.898045 -2.329452
41 F 3.168111 -5.773277 -1.748208
42 F 0.981938 -7.378325 -3.861934
43 F 2.998659 -6.813796 -4.643131
44 O 0.567951 -5.005701 -2.907991
45 C 0.273837 -3.787272 -2.323378
46 C -1.247003 -3.593638 -2.401419
47 F -1.785490 -4.332577 -1.417111
48 F -1.587004 -2.329216 -2.165232
49 F 0.728973 -3.781736 -1.078644
50 F 0.853876 -2.748696 -2.924957
51 H 1.368357 -4.832411 -4.798880
52 H 2.502307 -4.448319 -3.491056
53 H 1.778600 -7.241042 -1.641299
54 H -1.585670 -3.843802 -3.424025
55 C 2.587552 -0.889723 -6.320625
56 C 3.628878 -1.178988 -5.191413
57 C 3.422131 -0.414512 -3.912876
58 F 4.546314 -0.619373 -3.108331
59 F 3.380315 0.915696 -4.234483
60 F 3.678063 -2.476561 -4.948281
61 F 4.846333 -0.868244 -5.755424
62 O 1.322329 -1.048311 -5.687633
63 C 0.174920 -0.479034 -6.186588
64 C -1.004959 -0.976877 -5.297870
65 F -2.202776 -0.577865 -5.920665
66 F -0.974250 -2.309799 -5.218763
67 F 0.268667 0.885548 -6.098020
68 F 0.121442 -0.807391 -7.479079
69 H 2.778942 -1.645024 -7.058133
70 H 2.675628 0.157736 -6.635384
71 H 2.653706 -0.685770 -3.299414
72 H -0.868911 -0.612506 -4.295322
73 C 1.812571 6.254220 0.135661
74 C 0.385372 6.257887 -0.392978
75 C 0.186557 5.462333 -1.710144
76 F 1.049438 5.978050 -2.669554
77 F 0.531211 4.109627 -1.490442
78 F -0.418484 5.732312 0.592555
79 F -0.053404 7.509645 -0.610849
80 O 1.782071 7.140657 1.243676
81 C 2.743756 7.035408 2.148704
82 C 2.589427 8.026343 3.230391
83 F 1.322356 8.061470 3.721563
84 F 3.597001 7.825425 4.077213
85 F 2.871275 5.755280 2.591432
86 F 4.003104 7.332541 1.608711
87 H 2.566415 6.564759 -0.605901
88 H 2.060727 5.253755 0.447117
89 H -0.788789 5.472277 -2.157165
90 H 2.689842 9.032591 2.831547
91 C 1.232992 0.107960 1.365952
92 C 1.270952 -0.235464 -0.088015
93 C 1.143694 0.975070 -1.042922
94 F 2.099008 1.862165 -0.809765
95 F 1.110757 0.449915 -2.323753
96 F 2.403121 -1.022459 -0.409319
97 F 0.163061 -0.976720 -0.356650
98 O -0.009453 0.855750 1.632697
99 C 0.133658 2.081291 2.180951
100 C -1.353603 2.632461 2.026907
101 F -2.228442 1.801632 2.718032
102 F -1.529010 3.889217 2.432277
103 F 0.645308 2.004824 3.428491
104 F 1.094493 2.822173 1.499429
105 H 2.125249 0.733197 1.635094
106 H 1.295964 -0.746787 1.984681
107 H 0.123659 1.415953 -0.932115
108 H -1.604934 2.555649 0.960857
109 C -3.263162 7.636590 4.087499
110 C -3.365396 6.171140 4.523672
111 O -4.035529 6.087690 5.722754
112 O -4.297089 8.040282 3.214475
113 H -2.360972 7.726938 3.503350
114 H -3.307593 8.100545 5.115706
115 H -2.443263 5.652459 4.688177
116 H -3.903780 5.639291 3.810777
117 H -4.154833 5.182547 6.070151
118 H -5.049881 8.235426 3.749385
119 C -4.329818 -3.721179 2.358458
120 C -2.983863 -3.531041 1.704061
121 O -2.855158 -2.140438 1.465366
122 O -4.405747 -3.018712 3.596383
123 H -4.478487 -4.765595 2.503221
124 H -5.104855 -3.402954 1.688037
125 H -3.007305 -4.140148 0.755269
126 H -2.248055 -3.976027 2.362224
127 H -1.903750 -1.971706 1.406081
128 H -3.850885 -2.263558 3.635886
129 C -2.740815 3.254791 5.969395
130 C -2.064273 1.845433 6.236907
131 O -1.241534 2.022488 7.402407
132 O -3.629635 3.658019 7.001510
133 H -3.414833 3.150718 5.104828
134 H -1.984223 4.031228 5.748311
135 H -1.518958 1.520663 5.315586
136 H -2.865857 1.117165 6.333998
137 H -0.705024 1.234413 7.585315
138 H -3.077863 3.964136 7.716636

Cartesian forces (eV/Å) of the 2 atoms listed first:
0.903 0.025 -1.205
-0.814 -0.809 -0.443

Values from the calculation:
gap between HOMO and LUMO = 9.72 eV
net charge = 0
energy above the lowest of the compared OMol25 structures with the same formula, charge and spin = 0.0 kJ/mol
SMILES string = FC(F)C(F)(F)COC(F)(F)C(F)F.FC(F)C(F)(F)COC(F)(F)C(F)F.FC(F)C(F)(F)COC(F)(F)C(F)F.FC(F)C(F)(F)COC(F)(F)C(F)F.FC(F)C(F)(F)COC(F)(F)C(F)F.FC(F)C(F)(F)COC(F)(F)C(F)F.OCCO.OCCO.OCCO
spin multiplicity = 1
molecular weight = 1578.6 g mol⁻¹
max |F| = 3.9 eV/A

---

[5]
Entry from the OMol25 dataset: the ion C4H11N2O with charge +1 at a distorted geometry (wB97M-V/def2-TZVPD).

Positions of all 18 atoms, in Å:
1 N -2.159948 -1.396676 -0.566729
2 C -1.392203 -0.690801 0.474046
3 C 0.039828 -0.245100 -0.213632
4 N 0.770495 0.603638 0.431958
5 C 0.618041 2.026596 0.899449
6 C 2.254322 0.456176 0.255601
7 O 0.145844 -0.810459 -1.371963
8 H -1.709608 -1.165017 -1.415073
9 H -3.086097 -1.022717 -0.582495
10 H -2.010450 -2.398744 -0.375542
11 H -1.133350 -1.187105 1.345848
12 H -1.996882 0.285037 0.557269
13 H -0.453443 2.079196 1.428715
14 H 1.407675 2.049435 1.631107
15 H 0.600294 2.831911 0.117571
16 H 2.487883 -0.540100 -0.017900
17 H 2.615064 1.042856 -0.562985
18 H 2.718398 0.778947 1.299809

Cartesian forces (eV/Å) of the 2 atoms listed first:
0.704 -1.356 2.264
0.683 5.241 -2.544

Values from the calculation:
gap between HOMO and LUMO = 10.32 eV
net charge = +1
energy above the lowest of the compared OMol25 structures with the same formula, charge and spin = 317.0 kJ/mol
SMILES string = CN(C)C(=O)C[NH3+]
spin multiplicity = 1
molecular weight = 103.1 g mol⁻¹
max |F| = 6.8 eV/A

---

| no. | electronic energy (eV) |
| --- | --- |
| 1 | -57335.266 |
| 2 | -9074.220 |
| 3 | -58640.325 |
| 4 | -193020.388 |
| 5 | -9345.572 |